(1)
The following is a quantum chemistry calculation of a cluster of 2 separate species, C6H8N3O in total, from the OMol25 dataset.

Its highest occupied orbital energy (alpha / beta) is -3.96 / -3.96 eV. As for the energy relative to the best compared isomer or geometry (same formula, charge and spin): 61.0 kcal per mole. As for the energy: -472.77574 Ha. The charge is -1.

Last column: natural (NBO) charge in e.
Element x y z (Å)
C1 2.736 -1.032 0.125  -0.156
C2 2.665 -0.067 1.068  -0.161
C3 1.158 0.184 -0.395  0.475
C4 -2.311 -0.276 0.976  -0.418
C5 -1.796 -0.743 -0.187  -0.182
C6 -1.451 0.258 -1.361  -0.308
N1 1.737 -0.916 -0.802  -0.614
N2 1.627 0.865 0.673  -0.664
N3 -0.497 1.259 -1.148  -0.173
O1 -0.719 2.036 -0.006  -0.647
H1 3.289 -1.935 -0.156  0.188
H2 3.200 0.127 1.958  0.182
H3 -2.288 -0.899 1.801  0.174
H4 -2.530 0.785 1.134  0.203
H5 -1.700 -1.812 -0.329  0.188
H6 -2.372 0.791 -1.680  0.183
H7 -0.906 -0.508 -2.058  0.222
H8 0.158 1.884 0.387  0.508

(2)
The following is a quantum chemistry calculation of a structure of composition C42H43BBrF15GeN4O2PdSSi, from the OMol25 dataset.

Its highest occupied orbital energy (alpha / beta) is -0.46 / -0.46 eV. As for the energy relative to the best compared isomer or geometry (same formula, charge and spin): 23.3 kcal per mole. As for the energy: -8985.14831 Ha. The charge is -2.

Last column: natural (NBO) charge in e.
Element x y z (Å)
Pd1 -0.386 1.114 1.675  -0.158
C1 -1.617 -2.471 5.789  -0.615
C2 -1.602 -0.940 5.804  -0.558
C3 -1.826 -0.482 7.246  -0.613
C4 -2.814 -0.501 4.972  -0.614
Si1 0.108 -0.260 5.059  1.935
Br1 -0.105 -1.103 2.918  -0.313
C5 0.264 1.694 5.150  -0.559
C6 -1.056 2.372 4.764  -0.627
C7 0.652 2.165 6.558  -0.611
C8 1.318 2.213 4.166  -0.656
C9 1.699 -1.190 5.726  -0.579
C10 2.977 -0.423 5.374  -0.611
C11 1.641 -1.355 7.246  -0.608
C12 1.849 -2.573 5.084  -0.611
H1 -2.571 -2.832 6.178  0.191
H2 -0.828 -2.883 6.408  0.198
H3 -1.500 -2.842 4.774  0.225
H4 -2.745 -0.922 7.637  0.192
H5 -1.926 0.598 7.310  0.207
H6 -1.010 -0.793 7.889  0.204
H7 -3.698 -1.054 5.291  0.188
H8 -2.666 -0.700 3.916  0.231
H9 -3.035 0.554 5.088  0.212
H10 -1.854 2.146 5.466  0.180
H11 -1.354 2.077 3.742  0.250
H12 -0.925 3.454 4.757  0.205
H13 -0.043 1.814 7.317  0.193
H14 0.664 3.255 6.583  0.206
H15 1.649 1.822 6.819  0.202
H16 1.047 1.944 3.124  0.269
H17 2.310 1.832 4.374  0.204
H18 1.358 3.302 4.227  0.196
H19 3.062 0.506 5.932  0.199
H20 3.018 -0.211 4.310  0.242
H21 3.849 -1.029 5.613  0.203
H22 1.478 -0.402 7.742  0.205
H23 2.581 -1.767 7.612  0.200
H24 0.847 -2.037 7.536  0.197
H25 2.110 -2.472 4.036  0.238
H26 0.943 -3.164 5.151  0.201
H27 2.656 -3.118 5.570  0.196
F1 3.238 0.126 -3.179  -0.314
C13 4.515 0.519 -3.028  0.371
C14 5.069 0.483 -1.767  -0.435
C15 6.392 0.863 -1.668  0.321
F2 7.022 0.814 -0.478  -0.319
C16 7.142 1.263 -2.767  0.245
F3 8.442 1.617 -2.636  -0.313
C17 6.548 1.308 -4.019  0.259
F4 7.260 1.698 -5.102  -0.312
C18 5.223 0.916 -4.156  0.230
F5 4.656 0.941 -5.383  -0.313
Ge1 3.792 -0.013 -0.077  1.112
S1 1.752 0.570 0.554  -0.713
C19 5.124 -1.663 0.494  -0.467
C20 5.926 -2.458 -0.310  0.372
F6 6.229 -2.060 -1.568  -0.331
C21 6.464 -3.667 0.110  0.221
F7 7.252 -4.410 -0.705  -0.315
C22 6.194 -4.131 1.389  0.266
F8 6.756 -5.279 1.834  -0.311
C23 5.345 -3.395 2.208  0.227
F9 5.047 -3.860 3.442  -0.311
C24 4.817 -2.208 1.732  0.385
F10 3.947 -1.543 2.510  -0.319
C25 4.815 1.491 0.954  -0.387
C26 4.597 2.758 0.434  0.314
F11 3.976 2.858 -0.757  -0.309
C27 5.026 3.922 1.052  0.250
F12 4.831 5.134 0.488  -0.310
C28 5.683 3.836 2.273  0.263
F13 6.129 4.952 2.896  -0.312
C29 5.916 2.587 2.828  0.242
F14 6.564 2.501 4.014  -0.315
C30 5.498 1.445 2.157  0.304
F15 5.826 0.260 2.704  -0.324
C31 -2.709 -0.266 0.864  -0.100
N1 -2.149 0.127 -0.423  -0.467
C32 -2.462 -0.905 -1.392  -0.069
N2 -3.917 -1.111 -1.512  -0.485
C33 -4.439 -1.461 -0.194  -0.073
N3 -4.165 -0.436 0.804  -0.486
C34 -4.741 0.827 0.358  -0.076
N4 -4.237 1.231 -0.951  -0.482
C35 -2.774 1.372 -0.844  -0.084
C36 -4.519 0.161 -1.899  -0.074
H28 -2.458 0.528 1.602  0.220
H29 -2.268 -1.222 1.162  0.203
H30 -1.999 -1.846 -1.085  0.194
H31 -2.076 -0.618 -2.374  0.194
H32 -3.972 -2.396 0.132  0.190
H33 -5.525 -1.604 -0.276  0.177
H34 -4.482 1.602 1.088  0.206
H35 -5.833 0.724 0.306  0.175
H36 -2.538 2.152 -0.110  0.238
H37 -2.381 1.672 -1.821  0.193
H38 -4.127 0.445 -2.881  0.189
H39 -5.606 0.024 -1.970  0.177
O1 0.884 3.648 0.508  -0.688
B1 -0.232 3.013 1.074  0.641
O2 -1.235 4.030 1.264  -0.697
C37 -0.716 5.179 0.796  0.230
C38 -1.279 6.436 0.736  -0.270
C39 -0.526 7.442 0.141  -0.255
C40 0.745 7.195 -0.356  -0.244
C41 1.338 5.942 -0.254  -0.287
C42 0.586 4.936 0.320  0.307
H40 -2.267 6.621 1.132  0.203
H41 -0.938 8.441 0.065  0.190
H42 1.296 7.997 -0.827  0.194
H43 2.339 5.754 -0.610  0.226